Entry 1:
{
  "formula": "C5H10N2O",
  "method": "ωB97M-V/def2-TZVPD",
  "energy_ha": -381.102002,
  "total_charge": 0,
  "orbital_gap_ev": 8.97,
  "homo_ev": -7.87,
  "relative_energy_ev": 4.992,
  "smiles": "CCN1C=CON1C",
  "largest_force_ha_per_bohr": 0.0643,
  "species": ["H", "C", "H", "N", "H", "C", "N", "H", "C", "H", "H", "H", "C", "C", "H", "H", "H", "O"],
  "coordinates": [[1.5278, 2.5346, -0.1316], [1.1360, -1.6163, 0.0632], [1.5111, -2.5998, 0.1105], [0.0775, 0.2296, -0.6090], [-2.0312, -0.1553, 1.6944], [1.8972, 1.5193, 0.0761], [0.8058, 0.6521, 0.4765], [-1.8472, 0.4208, -1.3829], [-2.1581, -0.5066, 0.6461], [2.6862, 1.4022, 0.8182], [-0.0891, -1.7531, -1.5959], [-3.1764, -0.3032, 0.3666], [-1.3320, 0.4688, -0.3240], [0.3835, -1.1326, -0.9154], [-1.5108, 1.5417, 0.1037], [2.3505, 1.4054, -0.9425], [-1.7040, -1.4794, 0.5080], [1.4730, -0.6282, 1.0381]],
  "forces_ev_per_angstrom": [[-0.19, -0.08, 1.25], [0.18, 2.50, 0.46], [0.52, -0.75, 0.66], [-1.89, 0.24, -0.76], [0.07, -0.46, -0.63], [1.02, 0.36, -1.40], [1.65, -1.12, 0.78], [0.82, 0.18, 1.98], [2.25, 2.15, -0.17], [-0.17, 0.64, 0.05], [-0.84, -0.39, -1.66], [-0.52, -0.78, -0.09], [-3.02, 0.97, -0.94], [1.17, 0.84, 2.48], [0.76, -1.81, -1.14], [-0.29, -1.24, 0.59], [-0.80, -0.53, 0.13], [-0.71, -0.71, -1.57]],
  "lowdin_charge": [0.084, -0.086, 0.102, -0.174, 0.073, -0.072, -0.112, 0.133, -0.076, 0.084, 0.097, 0.053, -0.223, -0.086, 0.132, 0.091, 0.049, -0.069]
}



Entry 2:
{
  "formula": "C5H10N2O",
  "method": "ωB97M-V/def2-TZVPD",
  "energy_ha": -381.233463,
  "total_charge": 0,
  "orbital_gap_ev": 9.25,
  "homo_ev": -8.52,
  "relative_energy_ev": 1.414,
  "smiles": "[H]/N=C(/C=C\\N)[C@@H](C)O",
  "largest_force_ha_per_bohr": 0.0179,
  "species": ["H", "H", "H", "C", "C", "C", "H", "H", "H", "O", "H", "C", "H", "C", "N", "N", "H", "H"],
  "coordinates": [[-0.4482, 1.3810, -1.1099], [1.5407, -1.5546, -1.9203], [-0.4530, 3.0472, -0.7292], [-0.7359, 1.7770, 0.8722], [-0.4645, -0.7297, 0.7826], [-0.8177, 0.5473, 1.3952], [0.2158, -0.3932, -1.9922], [-1.2323, 0.4491, 2.3860], [-0.1120, -2.0654, -1.5347], [1.8035, 0.1198, 0.1757], [-0.9280, -2.5997, 0.6171], [0.8601, -0.9129, 0.0286], [-0.9828, 2.6345, 1.4839], [0.6059, -1.2546, -1.4498], [-1.2432, -1.7075, 0.9949], [-0.3531, 2.0874, -0.4115], [1.3469, -1.7849, 0.4909], [1.3980, 0.9593, -0.0796]],
  "forces_ev_per_angstrom": [[-0.21, -0.11, -0.37], [0.01, 0.03, -0.02], [-0.01, -0.60, 0.12], [-0.22, -0.34, 0.35], [0.38, -0.37, -0.21], [-0.04, 0.68, 0.22], [-0.05, 0.05, -0.07], [-0.04, 0.10, 0.10], [-0.08, -0.07, -0.06], [-0.01, 0.18, 0.05], [0.29, 0.12, -0.11], [0.06, -0.52, -0.31], [-0.08, 0.00, 0.02], [0.17, 0.09, 0.32], [-0.52, -0.20, 0.22], [0.47, 0.77, -0.18], [-0.20, 0.16, -0.08], [0.08, 0.04, 0.02]],
  "lowdin_charge": [0.072, 0.082, 0.106, -0.192, -0.353, -0.066, 0.065, 0.103, 0.073, -0.033, 0.051, -0.391, 0.114, -0.035, 0.140, 0.061, 0.149, 0.055]
}



Entry 3:
{
  "formula": "C5H10N2O",
  "method": "ωB97M-V/def2-TZVPD",
  "energy_ha": -381.075625,
  "total_charge": 0,
  "orbital_gap_ev": 9.40,
  "homo_ev": -8.57,
  "relative_energy_ev": 5.709,
  "smiles": "[H]/N=C1\\CC[C@@H](C)N1O",
  "largest_force_ha_per_bohr": 0.1134,
  "species": ["H", "C", "H", "C", "H", "H", "O", "H", "H", "C", "N", "C", "H", "H", "H", "C", "N", "H"],
  "coordinates": [[0.8369, 0.3273, 1.7591], [0.4178, -1.2218, 0.2746], [-2.1527, -0.3624, 0.7375], [-0.6094, 0.6430, -0.5357], [-1.6008, 1.5819, 1.2842], [0.1018, 2.7955, -0.8518], [0.0571, -1.1206, -1.8534], [-1.3290, 0.9051, -1.3550], [1.5041, -2.7573, 0.9415], [-1.1403, 0.4482, 0.8997], [-0.2098, -0.6311, -0.6523], [0.1274, -0.3841, 1.4865], [1.3412, 1.7122, -0.1499], [0.9991, -1.5713, -1.5036], [-0.4849, -0.9638, 2.3198], [0.4251, 1.7344, -0.8888], [0.9935, -2.4016, 0.0255], [0.7229, 1.2662, -1.9380]],
  "forces_ev_per_angstrom": [[1.50, 0.64, 0.93], [1.33, -3.34, 4.26], [3.03, 2.59, 0.88], [-2.89, 4.57, 0.16], [1.76, -3.58, -0.28], [-0.28, -0.94, -0.56], [3.36, -1.60, -1.46], [-0.43, -0.87, 1.11], [-1.33, 1.06, -2.51], [-3.25, 1.65, -0.70], [-0.04, -1.43, -3.86], [-5.48, -1.07, 1.70], [-1.41, -0.16, -1.54], [-2.19, -0.11, -2.16], [2.48, 0.88, -1.16], [2.70, -1.62, 0.39], [1.13, 1.39, 2.93], [-0.01, 1.92, 1.90]],
  "lowdin_charge": [0.077, -0.461, 0.184, -0.447, 0.171, 0.075, 0.011, 0.159, 0.101, -0.119, -0.255, -0.067, 0.100, 0.159, 0.152, -0.044, 0.084, 0.119]
}